(a)
98
Properties=species:S:1:pos:R:3 method="wB97M-V/def2-TZVPD" charge=0 spin_multiplicity=1 homo_energy_ev=-10.16 smiles="C[C@H](F)C1=CC(=O)C(COO)=CC1=O.CCOC(=O)OC.CCOC(=O)OC.CCOC(=O)OC.CCOC(=O)OC.CCOC(=O)OC"
C 1.929 0.133 2.011
C 1.156 -0.368 0.796
F 1.129 -1.760 0.874
C 1.872 0.038 -0.478
C 2.123 1.319 -0.765
C 2.862 1.614 -2.019
O 2.604 2.562 -2.730
C 3.921 0.614 -2.365
C 5.211 1.103 -2.969
O 6.083 0.036 -3.258
O 5.990 -0.323 -4.644
C 3.660 -0.666 -2.103
C 2.353 -0.991 -1.468
O 1.700 -1.953 -1.772
H 1.793 1.210 2.119
H 1.608 -0.393 2.906
H 2.996 -0.033 1.856
H 0.127 -0.002 0.802
H 1.820 2.138 -0.123
H 5.724 1.730 -2.229
H 5.045 1.737 -3.843
H 5.036 -0.374 -4.819
H 4.360 -1.462 -2.324
C -2.838 -2.790 1.100
C -3.775 -1.699 0.633
O -4.782 -1.402 1.616
C -4.380 -0.659 2.644
O -3.279 -0.198 2.805
O -5.417 -0.500 3.467
C -5.121 0.232 4.659
H -3.400 -3.680 1.384
H -2.142 -3.051 0.304
H -2.261 -2.468 1.967
H -4.326 -2.024 -0.248
H -3.238 -0.786 0.375
H -4.663 1.189 4.423
H -4.462 -0.348 5.302
H -6.072 0.392 5.158
C -7.836 -2.684 1.470
C -7.832 -2.199 0.039
O -7.556 -3.262 -0.890
C -8.574 -4.079 -1.146
O -9.690 -3.992 -0.702
O -8.149 -5.015 -1.998
C -9.130 -6.001 -2.327
H -6.901 -3.196 1.700
H -7.948 -1.843 2.154
H -8.655 -3.381 1.646
H -7.029 -1.480 -0.110
H -8.771 -1.713 -0.225
H -10.045 -5.536 -2.685
H -9.346 -6.624 -1.460
H -8.694 -6.609 -3.114
C 9.253 4.402 1.822
C 8.228 5.334 2.432
O 7.275 5.794 1.459
C 6.325 4.923 1.134
O 6.177 3.821 1.596
O 5.546 5.484 0.207
C 4.507 4.631 -0.270
H 9.739 4.878 0.970
H 10.012 4.145 2.561
H 8.786 3.481 1.474
H 8.707 6.238 2.801
H 7.704 4.865 3.264
H 3.914 4.239 0.555
H 4.931 3.811 -0.849
H 3.876 5.236 -0.915
C 6.644 7.229 -7.972
C 6.503 7.555 -6.501
O 5.224 7.154 -5.983
C 5.092 5.853 -5.733
O 5.945 5.013 -5.871
O 3.857 5.637 -5.285
C 3.560 4.259 -5.026
H 5.820 7.666 -8.539
H 7.583 7.627 -8.355
H 6.633 6.153 -8.137
H 6.542 8.631 -6.344
H 7.297 7.098 -5.911
H 4.303 3.828 -4.364
H 3.522 3.706 -5.964
H 2.591 4.234 -4.544
C -2.536 -6.641 5.779
C -3.573 -5.665 6.293
O -4.432 -5.194 5.243
C -5.386 -6.044 4.862
O -5.603 -7.129 5.335
O -6.070 -5.477 3.869
C -7.102 -6.295 3.313
H -1.971 -6.197 4.959
H -1.844 -6.907 6.578
H -3.006 -7.552 5.412
H -3.093 -4.770 6.683
H -4.174 -6.101 7.091
H -7.780 -6.656 4.082
H -6.669 -7.137 2.774
H -7.646 -5.662 2.617

(b)
98
Properties=species:S:1:pos:R:3 method="wB97M-V/def2-TZVPD" charge=0 spin_multiplicity=1 homo_energy_ev=-10.17 smiles="C[C@H](F)C1=CC(=O)C(COO)=CC1=O.CCOC(=O)OC.CCOC(=O)OC.CCOC(=O)OC.CCOC(=O)OC.CCOC(=O)OC"
C 0.448 -1.984 1.811
C -0.017 -0.694 1.151
F 0.209 0.316 2.073
C -1.511 -0.783 0.915
C -2.021 -1.753 0.150
C -3.499 -1.780 0.007
O -4.062 -2.027 -1.044
C -4.241 -1.426 1.261
C -5.486 -2.194 1.618
O -6.043 -1.713 2.814
O -7.155 -0.855 2.545
C -3.741 -0.448 2.016
C -2.476 0.188 1.549
O -2.258 1.383 1.620
H 0.471 -2.773 1.065
H 1.406 -1.852 2.296
H -0.288 -2.288 2.547
H 0.530 -0.486 0.239
H -1.414 -2.498 -0.334
H -5.191 -3.227 1.807
H -6.208 -2.235 0.807
H -6.876 -0.311 1.795
H -4.197 -0.133 2.940
C 2.811 2.978 0.283
C 2.879 2.851 -1.224
O 4.231 2.704 -1.683
C 4.765 1.496 -1.521
O 4.219 0.532 -1.052
O 6.021 1.540 -1.969
C 6.753 0.327 -1.786
H 3.452 3.791 0.627
H 1.787 3.177 0.600
H 3.149 2.066 0.771
H 2.507 3.761 -1.690
H 2.270 2.022 -1.586
H 6.219 -0.521 -2.209
H 6.944 0.161 -0.727
H 7.698 0.453 -2.306
C 6.007 5.279 -2.858
C 4.802 5.550 -3.727
O 3.990 6.614 -3.203
C 4.453 7.844 -3.409
O 5.457 8.138 -4.003
O 3.605 8.703 -2.842
C 4.014 10.070 -2.923
H 5.700 5.094 -1.828
H 6.554 4.409 -3.222
H 6.687 6.131 -2.850
H 4.157 4.673 -3.747
H 5.088 5.770 -4.756
H 4.228 10.354 -3.950
H 4.889 10.239 -2.296
H 3.186 10.665 -2.550
C -4.134 -8.728 3.837
C -3.201 -9.208 2.745
O -3.544 -8.651 1.468
C -3.171 -7.389 1.276
O -2.564 -6.699 2.052
O -3.585 -7.015 0.064
C -3.309 -5.650 -0.243
H -5.171 -8.926 3.565
H -3.911 -9.234 4.776
H -4.035 -7.654 3.994
H -3.292 -10.286 2.625
H -2.160 -8.989 2.981
H -2.255 -5.420 -0.101
H -3.926 -4.996 0.373
H -3.567 -5.499 -1.287
C -11.154 -5.045 -3.081
C -9.914 -5.898 -2.913
O -8.730 -5.206 -3.336
C -8.263 -4.300 -2.480
O -8.724 -4.038 -1.399
O -7.186 -3.734 -3.022
C -6.622 -2.682 -2.230
H -11.232 -4.684 -4.107
H -12.047 -5.622 -2.840
H -11.122 -4.174 -2.427
H -9.978 -6.778 -3.550
H -9.799 -6.241 -1.886
H -6.423 -3.024 -1.222
H -7.298 -1.826 -2.216
H -5.691 -2.396 -2.696
C 6.836 3.748 4.887
C 7.741 3.280 3.767
O 7.335 3.811 2.497
C 7.666 5.083 2.278
O 8.282 5.796 3.025
O 7.196 5.427 1.080
C 7.412 6.796 0.732
H 5.795 3.516 4.657
H 7.108 3.261 5.823
H 6.910 4.825 5.026
H 7.677 2.199 3.663
H 8.783 3.533 3.961
H 8.461 7.070 0.824
H 6.799 7.445 1.356
H 7.106 6.907 -0.305

Least stable structure: (b)

(a)
9
Properties=species:S:1:pos:R:3 method="wB97M-V/def2-TZVPD" charge=0 spin_multiplicity=1 homo_energy_ev=-9.08
H 1.284 0.806 -1.223
N 0.720 1.502 -0.918
C -0.146 1.051 -0.073
N -0.372 -0.144 0.594
N 0.089 -1.354 -0.034
H -0.760 1.825 0.343
H -1.357 -0.119 0.651
H 1.010 -1.514 0.319
H -0.468 -2.053 0.341

(b)
9
Properties=species:S:1:pos:R:3 method="wB97M-V/def2-TZVPD" charge=0 spin_multiplicity=1 homo_energy_ev=-8.95 smiles="N=C(N)N"
N -0.729 -0.968 -0.972
C -0.042 -0.232 -0.191
N 1.302 -0.083 -0.311
N -0.552 0.522 0.892
H -1.688 -1.003 -0.640
H 1.820 -0.594 -0.998
H 1.768 0.435 0.406
H -1.538 0.417 1.027
H -0.343 1.505 0.786

Least stable structure: (a)

(a)
9
Properties=species:S:1:pos:R:3 method="wB97M-V/def2-TZVPD" charge=0 spin_multiplicity=1 homo_energy_ev=-8.70
H 2.394 0.775 -0.186
N 2.002 -0.014 0.352
C 0.773 -0.455 0.153
N -0.308 0.101 -0.481
N -1.589 0.132 -0.242
H 0.683 -1.194 0.997
H -0.009 0.755 -1.115
H -2.059 0.762 0.636
H -1.886 -0.861 -0.113

(b)
9
Properties=species:S:1:pos:R:3 method="wB97M-V/def2-TZVPD" charge=0 spin_multiplicity=1 homo_energy_ev="-8.03 / -8.04"
C -0.726 0.119 -0.660
N 1.997 0.213 2.070
N 0.273 -0.272 1.303
N 0.410 -0.221 0.059
H -1.471 0.514 0.044
H -0.428 0.886 -1.341
H -1.321 -0.615 -1.295
H 1.709 0.139 3.051
H 1.402 -0.140 -0.129

Least stable structure: (b)

(a)
9
Properties=species:S:1:pos:R:3 method="wB97M-V/def2-TZVPD" charge=0 spin_multiplicity=1 homo_energy_ev=-9.05 smiles="CB=CC#N"
C -1.786 -0.494 0.050
B -0.166 0.170 0.047
C 1.189 0.753 0.058
C 2.391 0.088 -0.177
N 3.398 -0.430 -0.377
H -1.722 -1.511 0.422
H -2.203 -0.491 -0.950
H -2.407 0.093 0.716
H 1.307 1.821 0.212

(b)
9
Properties=species:S:1:pos:R:3 method="wB97M-V/def2-TZVPD" charge=0 spin_multiplicity=1 homo_energy_ev=-10.78 smiles=C#CC#N.B
C 0.459 2.315 -0.213
C 0.809 1.174 0.181
C 1.610 0.106 0.312
N 2.052 -0.960 0.388
H -0.066 3.243 -0.400
B -1.202 -1.463 -0.191
H -1.909 -1.696 0.874
H -1.578 -1.708 -1.212
H -0.175 -1.010 0.261

Least stable structure: (b)

(a)
18
Properties=species:S:1:pos:R:3 method="wB97M-V/def2-TZVPD" charge=+1 spin_multiplicity=1 homo_energy_ev=-14.05 smiles=CC(C)(Br)[C@H]([NH3+])O
C -0.206 1.208 1.220
C -0.777 0.462 0.079
C -0.378 1.096 -1.226
Br -2.812 -0.002 0.024
C -0.035 -1.227 0.173
N 1.465 -1.092 0.338
O -0.208 -1.922 -0.974
H -0.438 0.657 2.145
H 0.846 1.311 1.106
H -0.575 2.284 1.176
H -0.998 0.793 -2.067
H -0.582 2.197 -1.219
H 0.759 0.963 -1.305
H -0.552 -1.717 1.071
H 2.024 -2.029 0.041
H 1.637 -0.396 -0.452
H 1.917 -0.717 1.238
H -1.087 -1.872 -1.367

(b)
18
Properties=species:S:1:pos:R:3 method="wB97M-V/def2-TZVPD" charge=+1 spin_multiplicity=1 homo_energy_ev=-13.14
C -1.425 -1.192 -1.546
C -1.953 -0.905 0.931
C 2.041 0.627 0.393
C -0.910 -0.927 -0.131
N 2.359 1.979 0.961
O 2.372 0.622 -0.861
Br -0.236 1.019 -0.090
H -1.379 -2.334 -1.724
H -2.460 -0.926 -1.663
H -0.938 -0.620 -2.232
H -1.542 -0.558 1.865
H -2.743 -0.136 0.763
H -2.549 -1.838 0.902
H -0.106 -1.483 0.231
H 2.818 2.706 0.446
H 1.394 2.422 1.232
H 2.891 1.802 1.794
H 2.366 -0.259 -1.273

Least stable structure: (b)

(a)
22
Properties=species:S:1:pos:R:3 method="wB97M-V/def2-TZVPD" charge=0 spin_multiplicity=1 homo_energy_ev="-7.70 / -7.70"
C -2.133 -1.219 -0.687
C -0.838 1.451 -2.319
C -0.077 0.296 -2.377
C -1.035 2.157 -1.152
C 0.512 -0.342 -1.216
C -0.465 1.574 -0.027
C 0.326 0.386 -0.003
C 1.385 -1.607 1.257
C 0.925 -0.199 1.149
N -2.021 -2.359 -0.634
N 1.316 -0.418 3.623
S 0.729 0.600 2.606
H -1.308 1.815 -3.276
H 0.066 -0.303 -3.211
H -1.353 3.166 -1.298
H 1.263 -1.040 -1.228
H -0.818 1.936 0.936
H 0.553 -1.929 1.911
H 1.409 -2.160 0.332
H 2.322 -1.752 1.840
H -2.120 -0.078 -0.785
H 1.361 0.026 4.560

(b)
22
Properties=species:S:1:pos:R:3 method="wB97M-V/def2-TZVPD" charge=0 spin_multiplicity=1 homo_energy_ev="-7.26 / -7.04"
C 2.970 -1.208 -0.224
C 3.285 -0.023 0.557
C 1.781 -1.293 -0.927
C 2.308 0.856 0.845
C -0.606 -0.169 -0.988
C -0.080 1.415 0.449
C 0.778 -0.279 -0.797
C 1.077 0.731 0.174
C -2.328 1.308 -0.507
N -1.061 0.921 -0.345
N -3.280 -0.774 0.642
S -2.087 -1.782 0.631
H 3.794 -1.798 -0.445
H 4.265 -0.010 1.053
H 1.680 -2.206 -1.642
H 2.601 1.751 1.464
H -1.146 -0.770 -1.719
H -0.433 2.230 1.089
H -2.581 1.340 -1.573
H -2.616 2.046 0.213
H -3.703 -0.688 -0.248
H -1.466 -1.651 1.883

Least stable structure: (b)

(a)
25
Properties=species:S:1:pos:R:3 method="wB97M-V/def2-TZVPD" charge=0 spin_multiplicity=1 homo_energy_ev=-8.44 smiles=CCN[C@@H](C)C(C)C
C -0.582 -0.383 3.452
C -0.878 -0.817 1.946
N -0.056 0.014 1.054
C -0.067 -0.443 -0.411
C -1.401 -0.641 -1.228
C 0.935 0.543 -1.053
C 1.649 -0.244 -2.195
C 0.533 1.902 -1.491
H -1.167 0.424 3.744
H -0.665 -1.199 4.222
H 0.444 -0.031 3.553
H -0.544 -1.868 1.669
H -1.938 -0.733 1.607
H -0.170 1.090 1.225
H 0.247 -1.510 -0.395
H -1.179 -1.059 -2.223
H -2.035 -1.298 -0.639
H -1.959 0.249 -1.491
H 1.673 0.760 -0.176
H 0.755 -0.659 -2.764
H 2.168 0.360 -2.971
H 2.448 -0.903 -1.905
H 0.102 1.663 -2.501
H -0.249 2.435 -0.877
H 1.332 2.679 -1.578

(b)
25
Properties=species:S:1:pos:R:3 method="wB97M-V/def2-TZVPD" charge=0 spin_multiplicity=1 homo_energy_ev=-8.56 smiles=CCCCN(C)CC
C 2.275 2.205 -1.700
C 1.673 0.805 -1.939
C 1.176 0.123 -0.679
C -0.306 0.405 -0.349
N -0.912 -0.172 0.854
C -2.331 0.212 0.849
C -0.788 -1.634 0.995
C -0.896 -2.068 2.440
H 2.563 2.256 -0.654
H 3.043 2.435 -2.438
H 1.540 2.981 -1.933
H 2.241 0.155 -2.604
H 0.731 0.944 -2.496
H 1.415 -0.938 -0.585
H 1.871 0.377 0.152
H -0.378 1.488 -0.239
H -0.803 0.249 -1.332
H -2.521 1.137 1.388
H -2.729 0.365 -0.163
H -2.913 -0.646 1.165
H -1.361 -2.124 0.196
H 0.228 -1.881 0.701
H -1.729 -1.582 2.947
H -1.126 -3.143 2.441
H 0.035 -1.951 2.984

(c)
25
Properties=species:S:1:pos:R:3 method="wB97M-V/def2-TZVPD" charge=0 spin_multiplicity=1 homo_energy_ev=-6.03
C -1.080 -0.765 0.461
C -0.795 -2.045 -0.301
C -0.392 -0.545 1.697
C -2.511 -0.279 0.344
H -0.332 0.322 -0.235
H -1.444 -2.862 0.040
H 0.239 -2.363 -0.169
H -0.970 -1.928 -1.375
H -0.913 0.020 2.468
H -3.217 -1.007 0.762
H 0.222 -1.358 2.086
H 0.690 0.308 1.413
H -2.802 -0.127 -0.701
H -2.664 0.661 0.879
C 0.820 1.289 -1.909
N 0.461 1.284 -0.483
C 1.537 1.087 0.514
C 2.683 0.401 0.138
H -0.075 2.110 -0.243
H 1.665 1.989 1.108
H 1.643 1.979 -2.097
H 1.132 0.288 -2.194
H -0.057 1.576 -2.489
H 2.622 -0.463 -0.511
H 3.537 0.427 0.798

(d)
25
Properties=species:S:1:pos:R:3 method="wB97M-V/def2-TZVPD" charge=0 spin_multiplicity=1 homo_energy_ev=-9.52 smiles="C=NCC.CCCC"
C 2.601 -0.955 2.320
N 3.273 -1.022 1.258
C 3.440 0.198 0.455
C 2.983 -0.185 -0.943
H 2.415 -0.017 2.854
H 2.197 -1.865 2.761
H 2.866 1.031 0.870
H 4.496 0.486 0.508
H 3.140 0.604 -1.685
H 3.494 -1.079 -1.291
H 1.914 -0.407 -0.932
C -0.817 -0.236 0.631
C -1.601 0.431 -0.471
C -3.082 0.046 -0.419
C -3.879 0.680 -1.551
H -1.283 -0.149 1.619
H 0.165 0.202 0.841
H -0.694 -1.307 0.453
H -1.202 0.135 -1.448
H -1.541 1.520 -0.398
H -3.170 -1.044 -0.418
H -3.468 0.396 0.544
H -4.925 0.390 -1.491
H -3.531 0.377 -2.542
H -3.790 1.770 -1.524

Least stable structure: (c)

(a)
25
Properties=species:S:1:pos:R:3 method="wB97M-V/def2-TZVPD" charge=0 spin_multiplicity=1 homo_energy_ev=-8.38 smiles=CCCCCNCC
C 0.325 -0.466 -3.119
C 1.216 -1.308 -2.217
C 1.458 -0.640 -0.926
C 1.007 -1.178 0.479
C -0.417 -0.584 0.913
N -0.180 0.196 2.189
C -1.277 0.975 2.668
C -1.727 2.002 1.450
H -0.615 -0.621 -2.807
H 0.040 -0.767 -4.115
H 0.786 0.558 -3.256
H 2.234 -1.463 -2.751
H 0.801 -2.338 -2.010
H 0.928 0.390 -0.998
H 2.643 -0.610 -0.762
H 1.594 -0.684 1.189
H 0.868 -2.248 1.125
H -0.492 0.243 0.020
H -1.345 -1.098 0.877
H 0.680 0.805 1.959
H -2.046 0.246 2.884
H -0.896 1.612 3.552
H -1.678 1.775 0.457
H -2.869 2.270 1.539
H -1.039 2.932 1.657

(b)
25
Properties=species:S:1:pos:R:3 method="wB97M-V/def2-TZVPD" charge=0 spin_multiplicity=1 homo_energy_ev=-8.06 smiles=CCCCNC(C)C
C -2.209 -2.062 -2.562
C -2.240 -1.007 -1.446
C -1.145 -1.011 -0.402
C -0.631 0.337 0.093
N 0.333 0.209 1.207
C 1.689 0.689 1.280
C 2.167 1.580 0.119
C 1.950 1.459 2.592
H -1.507 -2.905 -2.525
H -1.976 -1.594 -3.523
H -3.184 -2.607 -2.628
H -3.170 -1.050 -0.912
H -2.485 -0.008 -1.839
H -0.318 -1.618 -0.855
H -1.466 -1.690 0.430
H -1.452 0.950 0.456
H -0.089 0.817 -0.740
H 0.243 -0.627 1.773
H 2.321 -0.203 1.140
H 2.942 2.307 0.418
H 1.338 2.219 -0.178
H 2.654 1.006 -0.676
H 1.484 2.422 2.664
H 3.039 1.658 2.726
H 1.714 0.728 3.387

Least stable structure: (a)